Entry 1:
The following is a quantum chemistry calculation of a molecular structure, C28H30FeN5O6 at a distorted geometry, from the OMol25 dataset.

The geometry in ORCA input format:
```
! wB97M-V def2-TZVPD RIJCOSX def2/J DEFGRID3
* xyz -1 5
Fe 0.448 0.585 -0.088
O 1.216 4.062 -2.095
C 1.033 2.791 -1.665
O 0.835 2.596 -0.422
C 1.062 1.738 -2.580
C 1.418 1.724 -3.954
C 1.477 0.523 -4.604
C 1.186 -0.689 -3.919
C 0.833 -0.596 -2.593
N 0.762 0.560 -1.966
C 0.478 -1.736 -1.665
O 0.359 -2.879 -2.058
O 0.300 -1.342 -0.431
H 1.157 4.611 -1.301
H 1.652 2.659 -4.444
H 1.765 0.488 -5.648
H 1.241 -1.656 -4.396
C 1.413 -0.228 3.910
C 1.359 0.128 2.463
N 0.254 0.340 1.825
O -0.915 0.160 2.539
C 2.556 0.254 1.669
C 3.942 0.117 2.203
N 2.312 0.453 0.385
O 3.235 0.633 -0.448
H 0.411 -0.437 4.272
H 1.827 0.602 4.487
H 2.050 -1.100 4.058
H -1.516 -0.359 1.928
H 4.101 0.749 3.080
H 4.638 0.409 1.420
H 4.156 -0.918 2.487
C -1.397 1.154 -0.292
C -2.429 1.810 -0.196
C -3.607 2.556 -0.110
C -4.646 2.344 -1.122
C -5.527 3.361 -1.515
C -6.470 3.146 -2.509
C -6.560 1.913 -3.142
C -5.676 0.902 -2.782
C -4.733 1.114 -1.793
C -3.722 3.521 0.980
C -4.962 3.956 1.474
C -5.037 4.850 2.531
C -3.880 5.332 3.130
C -2.645 4.888 2.670
C -2.563 3.996 1.616
H -5.446 4.340 -1.060
H -7.131 3.953 -2.802
H -7.304 1.745 -3.910
H -5.722 -0.057 -3.284
H -4.048 0.325 -1.509
H -5.875 3.556 1.052
H -6.007 5.163 2.899
H -3.941 6.034 3.952
H -1.736 5.243 3.142
H -1.600 3.651 1.259
N -6.432 -4.094 0.100
C -3.709 -3.177 -0.228
C -3.541 -2.190 0.883
N -2.231 -1.523 0.802
H -5.447 -3.860 -0.096
H -6.986 -3.374 -0.353
H -6.554 -3.964 1.099
H -3.730 -2.778 -1.238
H -3.185 -4.124 -0.135
H -3.604 -2.680 1.856
H -4.305 -1.411 0.845
H -2.198 -0.870 0.023
H -1.482 -2.188 0.631
*
```

Computed properties:
Energy above the lowest of the compared OMol25 structures with the same formula, charge and spin in kJ/mol: 176.2
HOMO (alpha / beta) in eV: -2.93 / -5.03
Maximum force in eV/Å: 1.0
DFT total energy in eV: -83641.9980
<S²>: 6.0846


Entry 2:
The following is a quantum chemistry calculation of a gas-phase ion, C8H11N4 (charge +1) at a distorted geometry, from the OMol25 dataset.

The geometry in ORCA input format:
```
! wB97M-V def2-TZVPD RIJCOSX def2/J DEFGRID3
* xyz 1 1
C -3.788 0.873 0.132
C -2.390 0.306 -0.045
N -2.170 -1.005 -0.098
C -0.822 -1.217 -0.083
C -0.273 0.008 -0.005
N 1.125 0.250 0.043
C 1.591 1.536 -0.069
C 3.008 1.608 -0.157
N 3.535 0.371 0.017
C 2.574 -0.484 0.106
C 2.731 -1.913 -0.011
N -1.245 0.894 0.012
H -4.571 0.684 -0.615
H -4.201 0.234 0.987
H -3.766 1.988 0.105
H -2.845 -1.765 0.024
H -0.204 -2.088 0.072
H 0.953 2.277 -0.301
H 3.475 2.546 0.004
H 2.112 -2.553 0.791
H 3.824 -2.087 0.278
H 2.363 -2.314 -0.938
H -1.016 1.851 -0.251
*
```

Computed properties:
Energy above the lowest of the compared OMol25 structures with the same formula, charge and spin in kJ/mol: 184.0
HOMO in eV: -11.54
SMILES string: Cc1[nH]cc(-n2ccnc2C)[nH+]1
Maximum force in eV/Å: 5.8
DFT total energy in eV: -14426.1686